{
  "formula": "C4H5N3",
  "method": "ωB97M-V with the def2-TZVPD basis set",
  "symbols": ["H", "H", "C", "C", "H", "H", "N", "N", "H", "C", "N", "C"],
  "coordinates": [[-1.272488, 2.346849, -0.173505], [3.086031, -1.147127, -0.112864], [-0.949640, 1.317627, -0.018884], [-1.895328, 0.243715, 0.170577], [2.712968, 0.236621, -0.861898], [-1.888438, -1.891974, 0.381498], [0.342735, 1.119238, -0.033328], [2.640125, -0.238885, 0.041892], [-2.956949, 0.486441, 0.231069], [0.681350, -0.154088, 0.092709], [0.937123, -1.327860, 0.017126], [-1.322235, -0.971133, 0.246482]],
  "atomic_forces_ev_per_a": [[0.0391, -0.1466, 0.0599], [-0.0538, 0.1319, 0.1896], [0.2828, 0.1230, 0.0244], [0.3289, -0.2232, -0.0016], [0.0028, -0.1806, -0.0809], [0.1583, 0.0876, -0.0584], [-0.3680, 0.0170, 0.1183], [1.0950, 0.5037, -0.1172], [0.1421, -0.1220, -0.0320], [0.0686, -1.2994, -0.2212], [-0.9295, 0.9213, 0.0455], [-0.7663, 0.1874, 0.0737]],
  "nbo_charge": [0.202, 0.352, 0.213, -0.442, 0.330, 0.191, -0.519, -0.808, 0.220, 0.590, -0.191, -0.139],
  "lumo_energy_ev": [-0.6, -0.7],
  "orbital_gap_ha": [0.2751, 0.2725]
}